Entry from OMol25: 2 unconnected molecules or ions with the total composition C6H4N2O2 at a distorted geometry (the ωB97M-V functional and the def2-TZVPD basis).

Structure (XYZ):
```
14
C6H4N2O2 | OMol25 | the ωB97M-V functional and the def2-TZVPD basis
C 1.26781 1.35784 -3.48478
C 0.92857 1.01409 -2.37600
C 0.41376 0.61046 -1.11442
C 0.15354 1.27353 0.05377
C -0.64886 0.34323 0.77053
C -0.75639 0.15493 2.20531
N -0.34116 -0.01198 3.29387
N -0.96980 -0.67928 0.00093
O -0.11548 -0.62937 -1.03952
H 1.60986 1.80200 -4.40476
H 0.33959 2.31466 0.29301
O -0.87096 -2.74370 2.00529
H -0.18309 -2.33448 2.71965
H -0.82739 -2.47194 1.07713
```

Output
Spin multiplicity: 1
LUMO level: -0.6 eV
E_tot: -13356.54331 eV
Net charge: 0
SMILES: C#Cc1cc(C#N)no1.O

***

Entry from OMol25: 6 unconnected molecules or ions with the total composition C8H28ClN2O9 at a distorted geometry (the ωB97M-V functional and the def2-TZVPD basis).

Structure (XYZ):
```
48
C8H28ClN2O9 | OMol25 | the ωB97M-V functional and the def2-TZVPD basis
Cl -2.93215 -2.91701 -3.37149
O -3.28961 -2.00183 -2.39009
O -3.19805 -2.36525 -4.69190
O -1.51448 -3.41918 -3.31302
O -3.73513 -4.11934 -3.19421
O -7.13287 -9.54030 -3.66886
H -6.75688 -8.71025 -3.37582
H -7.36229 -9.38940 -4.58583
O -4.13831 -4.56236 3.23804
H -4.95412 -5.05425 3.14453
H -4.18118 -3.89421 2.55395
O 0.33486 -8.99736 -3.53862
H -0.06523 -8.25794 -3.08101
H 0.07161 -9.76479 -3.03070
C -2.78394 1.78719 3.93554
C -1.35958 1.47049 4.30191
C -0.43665 2.60858 5.00909
O 0.74702 2.13706 5.64699
C 1.80035 1.72706 4.72293
N -1.44395 0.40242 5.32551
H -3.33376 0.99518 3.42709
H -2.71126 2.56704 3.17749
H -3.29893 2.16272 4.81978
H -0.80960 0.91996 3.53867
H -1.05013 3.10258 5.76256
H -0.21346 3.47280 4.38344
H 2.38316 2.57972 4.37447
H 1.45214 1.17542 3.84969
H 2.62105 1.17613 5.18229
H -0.51497 0.20101 5.66688
H -1.65582 -0.45775 4.84041
C 4.91564 2.22868 -3.54956
C 3.42050 2.27170 -3.31800
C 2.88477 3.64691 -2.88045
O 3.52130 4.01594 -1.65391
C 3.16731 5.32884 -1.11960
N 2.81281 1.75309 -4.56442
H 5.40156 2.92413 -4.23390
H 5.26306 1.21808 -3.76418
H 5.38445 2.42244 -2.58480
H 3.16159 1.53226 -2.56017
H 1.81767 3.69346 -2.66316
H 2.96286 4.43437 -3.63005
H 2.24517 5.83041 -1.41314
H 3.90603 6.04589 -1.47768
H 3.39340 5.36179 -0.05382
H 1.89312 1.35955 -4.42519
H 3.31091 0.89831 -4.76771
```

Output
Spin multiplicity: 1
LUMO level: 2.1 eV
E_tot: -42672.05139 eV
Net charge: -1

***

Entry from OMol25: a molecular structure, C14H19ClMo at a distorted geometry (the ωB97M-V functional and the def2-TZVPD basis).

Structure (XYZ):
```
35
C14H19ClMo | OMol25 | the ωB97M-V functional and the def2-TZVPD basis
C -2.76568 -1.25021 -0.92845
C -1.74346 -1.39936 -1.88339
C -1.37107 -0.12278 -2.36253
H -1.27822 -2.25214 -2.30854
C -1.92736 0.84485 -1.51134
C -2.84865 0.20095 -0.64897
H -3.57052 0.69205 0.00962
H -3.24437 -2.05568 -0.37512
H -0.83752 0.07018 -3.26420
H -1.75051 1.87868 -1.67912
Mo -1.07317 -0.57744 0.29632
Cl 0.27855 -2.69356 0.58268
C 3.05766 -0.06793 -0.79147
C 2.64894 1.14244 -1.38574
C 2.14650 0.86185 -2.71223
H 2.50465 2.06360 -0.87981
C 2.28603 -0.54312 -2.94252
C 2.83246 -1.12952 -1.71668
H 2.80410 -2.15438 -1.49131
H 3.21139 -0.21879 0.25212
H 1.58910 1.51639 -3.32051
H 1.81092 -1.07978 -3.72448
C -1.44750 -0.05115 2.83505
C -0.24713 0.84325 2.63531
C 1.00942 0.09735 3.03031
C -0.25320 1.31536 1.17289
H -1.27497 -1.04512 2.36782
H -2.38016 0.33484 2.42107
H -1.62768 -0.27341 3.88145
H -0.32635 1.68725 3.31258
H 1.11234 -0.85356 2.50446
H 1.92749 0.63504 2.81448
H 1.03028 -0.15614 4.09062
H 0.72183 1.65730 0.79549
H -1.00416 2.08270 0.92413
```

Output
Spin multiplicity: 3
Expectation value of S²: 2.0782
LUMO level (spin up / spin down): -2.2 / -2.1 eV
E_tot: -29198.04095 eV
Net charge: 0

***

Entry from OMol25: C4H7NS2 in the gas phase at a distorted geometry (the ωB97M-V functional and the def2-TZVPD basis).

Structure (XYZ):
```
14
C4H7NS2 | OMol25 | the ωB97M-V functional and the def2-TZVPD basis
C -1.23939 -1.02805 0.87287
C -0.36375 -0.45941 0.07643
C -0.07318 -0.91972 -1.28935
N 0.48306 0.65246 0.48380
S 1.85108 0.35237 1.48456
C 0.07423 1.91025 0.28007
S -1.16168 2.39904 -0.68705
H -1.36998 -0.71294 1.91403
H -1.89066 -1.79953 0.46222
H 0.01258 -0.05291 -2.00581
H 0.90869 -1.39908 -1.31645
H -0.75057 -1.60948 -1.69324
H 2.83617 0.00867 0.59499
H 0.68340 2.65833 0.82292
```

Output
Spin multiplicity: 1
LUMO level: 0.4 eV
E_tot: -27420.53981 eV
Net charge: 0
SMILES: C=C(C)N(S)C=S

***

What did the fourth record say?
Entry from OMol25: C4H7NS2 in the gas phase at a distorted geometry (the ωB97M-V functional and the def2-TZVPD basis).

Structure (XYZ):
```
14
C4H7NS2 | OMol25 | the ωB97M-V functional and the def2-TZVPD basis
C -1.23939 -1.02805 0.87287
C -0.36375 -0.45941 0.07643
C -0.07318 -0.91972 -1.28935
N 0.48306 0.65246 0.48380
S 1.85108 0.35237 1.48456
C 0.07423 1.91025 0.28007
S -1.16168 2.39904 -0.68705
H -1.36998 -0.71294 1.91403
H -1.89066 -1.79953 0.46222
H 0.01258 -0.05291 -2.00581
H 0.90869 -1.39908 -1.31645
H -0.75057 -1.60948 -1.69324
H 2.83617 0.00867 0.59499
H 0.68340 2.65833 0.82292
```

Output
Spin multiplicity: 1
LUMO level: 0.4 eV
E_tot: -27420.53981 eV
Net charge: 0
SMILES: C=C(C)N(S)C=S

***

What did the third record say?
Entry from OMol25: a molecular structure, C14H19ClMo at a distorted geometry (the ωB97M-V functional and the def2-TZVPD basis).

Structure (XYZ):
```
35
C14H19ClMo | OMol25 | the ωB97M-V functional and the def2-TZVPD basis
C -2.76568 -1.25021 -0.92845
C -1.74346 -1.39936 -1.88339
C -1.37107 -0.12278 -2.36253
H -1.27822 -2.25214 -2.30854
C -1.92736 0.84485 -1.51134
C -2.84865 0.20095 -0.64897
H -3.57052 0.69205 0.00962
H -3.24437 -2.05568 -0.37512
H -0.83752 0.07018 -3.26420
H -1.75051 1.87868 -1.67912
Mo -1.07317 -0.57744 0.29632
Cl 0.27855 -2.69356 0.58268
C 3.05766 -0.06793 -0.79147
C 2.64894 1.14244 -1.38574
C 2.14650 0.86185 -2.71223
H 2.50465 2.06360 -0.87981
C 2.28603 -0.54312 -2.94252
C 2.83246 -1.12952 -1.71668
H 2.80410 -2.15438 -1.49131
H 3.21139 -0.21879 0.25212
H 1.58910 1.51639 -3.32051
H 1.81092 -1.07978 -3.72448
C -1.44750 -0.05115 2.83505
C -0.24713 0.84325 2.63531
C 1.00942 0.09735 3.03031
C -0.25320 1.31536 1.17289
H -1.27497 -1.04512 2.36782
H -2.38016 0.33484 2.42107
H -1.62768 -0.27341 3.88145
H -0.32635 1.68725 3.31258
H 1.11234 -0.85356 2.50446
H 1.92749 0.63504 2.81448
H 1.03028 -0.15614 4.09062
H 0.72183 1.65730 0.79549
H -1.00416 2.08270 0.92413
```

Output
Spin multiplicity: 3
Expectation value of S²: 2.0782
LUMO level (spin up / spin down): -2.2 / -2.1 eV
E_tot: -29198.04095 eV
Net charge: 0

***

> Look up the E_tot of the first one.

-13356.54331 eV

***

> The lowest E_tot belongs to which entry?

C8H28ClN2O9